{"formula": "C4H5BrO2", "method": "ωB97M-V/def2-TZVPD", "elements": ["C", "C", "O", "C", "O", "C", "Br", "H", "H", "H", "H", "H"], "xyz": [[0.37, 0.02, -1.93], [-0.09, 0.60, -0.57], [-0.76, 1.60, -0.55], [0.36, -0.10, 0.63], [0.47, 0.60, 1.88], [-0.66, -0.13, 1.76], [-0.83, -1.59, 2.96], [-0.08, -0.92, -1.99], [1.54, -0.09, -1.87], [0.30, 0.62, -2.80], [1.13, -0.95, 0.71], [-1.74, 0.33, 1.76]], "lowdin_charge": [0.004, -0.410, 0.113, -0.201, -0.035, -0.747, 0.718, 0.058, 0.124, 0.063, 0.176, 0.138], "relative_energy_ev": 1.502, "fmax_ev_per_a": 4.2, "charge": 0, "lumo_energy_ev": 0.5, "gap_ha": 0.3885, "smiles": "CC(=O)[C@H]1O[C@@H]1Br"}

---

{"formula": "C4H5Cl", "method": "ωB97M-V/def2-TZVPD", "elements": ["C", "C", "C", "C", "Cl", "H", "H", "H", "H", "H"], "xyz": [[0.76, -1.70, -0.02], [0.82, -0.41, 0.18], [-0.81, 0.48, 0.09], [-0.69, 1.78, -0.08], [-1.98, -0.77, 0.10], [1.63, -2.35, -0.19], [-0.20, -2.08, -0.28], [1.66, 0.40, 0.29], [-1.46, 2.43, -0.06], [0.27, 2.21, -0.03]], "lowdin_charge": [-0.099, -0.113, -0.650, -0.033, 0.679, 0.063, -0.023, 0.108, 0.026, 0.041], "relative_energy_ev": 1.813, "fmax_ev_per_a": 6.2, "charge": 0, "lumo_energy_ev": 1.0, "gap_ha": 0.3924, "smiles": "C=CC(=C)Cl"}